Entry 1:
{"formula": "C4H2O", "method": "ωB97M-V with the def2-TZVPD basis set", "homo_ev": [-8.86, -8.80], "e_above_lowest_ev": 3.4490, "total_energy_ha": -228.63263, "lumo_energy_ev": [-0.94, -2.04], "total_charge": 0, "elements": ["C", "C", "C", "C", "O", "H", "H"], "xyz": [[-0.777, 0.548, 0.060], [-1.692, -0.430, -0.082], [0.544, 0.109, -0.107], [1.788, -0.176, -0.013], [2.967, -0.037, -0.075], [-1.142, 1.502, 0.000], [-1.688, -1.517, 0.215]]}

=====

Entry 2:
{"formula": "C2HLiNaO3", "method": "ωB97M-V with the def2-TZVPD basis set", "homo_ev": -11.78, "e_above_lowest_ev": 1.1898, "total_energy_ha": -472.14510, "lumo_energy_ev": -4.57, "total_charge": 1, "elements": ["O", "C", "H", "O", "C", "O", "Na", "Li"], "xyz": [[1.894, 0.281, 0.714], [1.169, 1.083, 0.197], [1.267, 2.170, 0.361], [-1.068, -1.064, -0.422], [-0.025, -0.509, -0.828], [-0.111, 0.847, -0.388], [-0.999, -3.427, 0.490], [-2.128, 0.619, -0.123]]}

=====

Entry 3:
{"formula": "CH2FO2S", "method": "ωB97M-V with the def2-TZVPD basis set", "homo_ev": [-1.67, -3.62], "e_above_lowest_ev": 1.3762, "total_energy_ha": -687.78631, "lumo_energy_ev": [4.11, 4.19], "total_charge": -1, "elements": ["C", "O", "O", "F", "S", "H", "H"], "xyz": [[-0.200, -1.264, 0.321], [1.039, 1.534, -1.418], [0.337, 2.770, 0.586], [-1.591, -1.416, 0.294], [-0.036, 1.790, -0.477], [0.213, -1.541, 1.210], [0.237, -1.874, -0.516]]}

=====

Entry 4:
{"formula": "C29H23O", "method": "ωB97M-V with the def2-TZVPD basis set", "homo_ev": -9.53, "total_energy_ha": -1193.78600, "lumo_energy_ev": -5.68, "total_charge": 1, "elements": ["C", "C", "C", "C", "O", "C", "C", "C", "C", "C", "C", "C", "C", "C", "C", "C", "C", "C", "C", "C", "H", "H", "H", "H", "H", "H", "H", "H", "H", "H", "H", "H", "H", "H", "H", "C", "C", "C", "C", "C", "C", "C", "C", "C", "C", "H", "H", "H", "H", "H", "H", "H", "H"], "xyz": [[6.514, -3.530, 0.806], [5.718, -4.209, -0.122], [4.923, -3.496, -1.025], [4.936, -2.101, -0.958], [4.088, -1.343, -1.783], [2.735, -1.299, -1.456], [2.254, -0.204, -0.726], [0.943, -0.204, -0.307], [0.037, -1.261, -0.643], [-1.279, -1.188, -0.114], [-2.352, -2.119, -0.187], [-3.634, -1.688, 0.291], [-4.754, -2.498, 0.207], [-4.663, -3.781, -0.360], [-3.417, -4.244, -0.802], [-2.273, -3.462, -0.669], [0.541, -2.279, -1.504], [1.877, -2.321, -1.870], [5.761, -1.405, -0.071], [6.534, -2.132, 0.833], [7.128, -4.093, 1.508], [5.705, -5.299, -0.160], [4.297, -3.986, -1.774], [2.943, 0.607, -0.495], [0.578, 0.627, 0.297], [-1.496, -0.273, 0.442], [-3.704, -0.687, 0.723], [-5.714, -2.141, 0.581], [-5.547, -4.411, -0.449], [-3.332, -5.236, -1.248], [-1.309, -3.899, -0.914], [-0.116, -3.040, -1.909], [2.272, -3.128, -2.486], [5.750, -0.315, -0.099], [7.154, -1.588, 1.547], [-3.515, 2.795, 0.210], [-3.687, 2.282, 1.519], [-2.936, 3.090, 2.411], [-2.291, 4.143, 1.673], [-2.666, 3.959, 0.264], [-2.305, 4.752, -0.815], [-1.501, 5.879, -0.828], [-0.848, 6.516, 0.223], [-0.843, 6.178, 1.573], [-1.483, 5.133, 2.216], [-3.965, 2.422, -0.708], [-4.299, 1.426, 1.793], [-2.845, 2.972, 3.488], [-2.714, 4.442, -1.782], [-1.355, 6.334, -1.811], [-0.263, 7.397, -0.047], [-0.251, 6.832, 2.218], [-1.331, 5.073, 3.299]]}